Density functional theory data (the ωB97M-V functional and the def2-TZVPD basis) for a molecular structure, C52H138F3N12O14Pd.

Each line ends with the Mulliken charge.
CARTESIAN COORDINATES (ANGSTROEM)
Pd  -4.57287  2.92918  -2.70076  0.89
C  -1.67317  0.33265  0.47872  -0.04
O  -1.07031  0.03675  -0.76258  -0.29
O  -2.64516  1.25344  0.02987  -0.38
C  -2.25094  -0.96187  1.21325  0.85
F  -3.51530  -1.27929  0.93237  -0.24
F  -1.48961  -2.02569  0.95381  -0.26
F  -2.14458  -0.78707  2.55262  -0.27
C  0.31394  -0.04895  -0.78594  -0.39
C  0.78819  -0.66180  -2.16223  -1.09
H  0.72951  0.07468  -2.96364  0.27
H  1.81202  -1.01153  -2.02971  0.40
H  0.17224  -1.50195  -2.48296  0.19
H  0.70591  -0.72908  -0.02971  0.33
H  0.75920  0.92056  -0.56259  0.48
H  -0.97448  0.76606  1.19432  0.44
C  -2.16883  -1.12409  -10.12896  -1.26
C  -2.47887  -2.33031  -9.27710  0.38
C  -2.14514  -3.69365  -9.82974  -0.67
O  -2.94677  -4.06566  -10.94846  -0.34
C  -2.71830  -5.41286  -11.40500  -0.74
N  -1.76231  -2.04730  -8.05361  -0.58
H  -2.83671  -0.35838  -9.73433  0.30
H  -2.56193  -1.39171  -11.10974  0.37
H  -1.12384  -0.82234  -10.19991  0.26
H  -3.54534  -2.42156  -9.07116  0.36
H  -2.40687  -4.36356  -9.01072  0.34
H  -1.06961  -3.65351  -10.00214  0.36
H  -1.65196  -5.63800  -11.42308  0.30
H  -3.06109  -5.76710  -12.37717  0.29
H  -3.13460  -6.05572  -10.62942  0.30
H  -0.81206  -2.31928  -8.26136  0.14
H  -1.97616  -2.67455  -7.29143  0.20
C  -6.68451  5.64564  5.99532  -1.40
C  -5.43546  4.95152  5.37036  0.47
C  -5.66010  3.44187  5.05646  -0.54
O  -6.89237  3.28599  4.40821  -0.34
C  -7.13826  1.94885  3.96925  -0.67
N  -5.17349  5.76272  4.18440  -0.71
H  -7.09790  5.12508  6.85916  0.34
H  -7.47550  5.66778  5.24569  0.37
H  -6.49587  6.66644  6.32768  0.40
H  -4.54811  5.05423  5.99499  0.31
H  -5.80425  2.94124  6.01390  0.31
H  -4.81946  3.11300  4.44549  0.30
H  -6.29346  1.35988  3.61213  0.23
H  -7.97017  1.90623  3.26624  0.28
H  -7.48101  1.44398  4.87243  0.25
H  -5.13425  6.74422  4.41939  0.26
H  -4.25582  5.58881  3.80007  0.16
C  -5.67485  -1.58464  -4.64451  -1.30
C  -4.55639  -1.51542  -3.61010  0.32
C  -3.87504  -2.89123  -3.27704  -0.86
O  -3.04475  -3.43307  -4.35493  -0.16
C  -2.31844  -4.58154  -3.91178  -0.80
N  -3.65968  -0.47282  -3.98934  -0.49
H  -6.34558  -0.72805  -4.71140  0.35
H  -6.25257  -2.49210  -4.46885  0.36
H  -5.22980  -1.67945  -5.63498  0.24
H  -4.97727  -1.22069  -2.64880  0.33
H  -4.65830  -3.59534  -2.99626  0.40
H  -3.26810  -2.69606  -2.39295  0.36
H  -1.54341  -4.20979  -3.24154  0.30
H  -1.76732  -5.04373  -4.73077  0.25
H  -2.95757  -5.31331  -3.41768  0.31
H  -3.25776  -0.65109  -4.89861  0.35
H  -2.87221  -0.71054  -3.40326  0.10
C  4.13473  -3.33528  -8.87463  -1.58
C  3.57295  -2.41766  -7.80686  0.54
C  3.34781  -1.03178  -8.37129  -0.44
O  4.58660  -0.48434  -8.85852  -0.32
C  4.51521  0.63820  -9.69691  -0.73
N  2.38984  -3.01449  -7.24862  -0.61
H  3.37518  -3.52750  -9.63241  0.34
H  4.33968  -4.34910  -8.53074  0.44
H  5.11437  -3.09207  -9.28603  0.34
H  4.33453  -2.43885  -7.02734  0.18
H  2.92849  -0.37084  -7.61271  0.32
H  2.62293  -1.10178  -9.18230  0.26
H  5.49855  1.06373  -9.89707  0.25
H  3.96145  1.44805  -9.22194  0.28
H  4.03868  0.34357  -10.63190  0.31
H  2.20229  -2.62334  -6.33652  0.18
H  2.54160  -3.99074  -7.03883  0.25
C  4.75211  0.75717  6.03589  -1.43
C  4.78018  0.90883  4.52863  0.37
C  5.04039  -0.43129  3.74092  -0.58
O  6.32398  -0.86860  4.07398  -0.33
C  6.77291  -2.02382  3.38519  -0.70
N  3.47701  1.41919  4.12419  -0.67
H  4.01105  0.01149  6.32379  0.30
H  4.54444  1.68897  6.56194  0.38
H  5.73011  0.53652  6.46361  0.34
H  5.57224  1.62408  4.30686  0.29
H  5.10471  -0.21121  2.67531  0.37
H  4.28327  -1.19668  3.91132  0.34
H  6.24541  -2.87796  3.80982  0.30
H  7.85544  -2.07759  3.50072  0.24
H  6.57785  -1.92421  2.31743  0.26
H  3.40513  1.54889  3.12513  0.24
H  2.82601  0.66013  4.26598  0.27
C  -6.87842  0.19886  9.25400  -1.27
C  -6.41141  -1.21558  9.49467  0.49
C  -5.88358  -2.00768  8.25898  -0.66
O  -6.93308  -2.33050  7.34509  -0.32
C  -6.57279  -3.13672  6.21010  -0.68
N  -5.36476  -1.20555  10.45670  -0.72
H  -7.48766  0.23715  8.35097  0.30
H  -5.99374  0.79073  9.01920  0.23
H  -7.32484  0.60131  10.16331  0.40
H  -7.22829  -1.77741  9.94762  0.30
H  -5.29644  -2.84724  8.63112  0.42
H  -5.26602  -1.23559  7.80006  0.21
H  -5.98543  -4.00101  6.52013  0.31
H  -6.01949  -2.52220  5.49993  0.23
H  -7.46907  -3.59917  5.79668  0.26
H  -4.55859  -0.65773  10.19194  0.22
H  -5.73571  -0.63800  11.20529  0.28
C  -0.46478  5.69137  3.29437  -1.45
C  -0.25094  6.76054  2.20990  0.60
C  0.91825  7.70662  2.50299  -0.68
O  0.79057  8.49249  3.75808  -0.31
C  1.83173  9.30296  4.11872  -0.75
N  -0.10181  5.96731  1.03477  -0.59
H  0.43155  5.09604  3.46843  0.31
H  -1.26587  5.05338  2.92111  0.35
H  -0.76698  6.15405  4.23390  0.36
H  -1.18144  7.32614  2.16161  0.25
H  1.00641  8.38499  1.65437  0.33
H  1.86552  7.17221  2.43117  0.35
H  1.35027  10.03386  4.76840  0.24
H  2.32841  9.83289  3.30596  0.32
H  2.57222  8.77655  4.72094  0.29
H  -0.23261  6.58662  0.24772  0.15
H  -0.91139  5.38068  0.89143  0.23
C  7.96808  -3.32074  -2.27899  -1.28
C  7.66583  -4.82241  -2.01086  0.54
C  6.23556  -5.33457  -2.40729  -0.75
O  5.35840  -4.60066  -1.59752  -0.24
C  4.12573  -5.24415  -1.33831  -0.80
N  8.58557  -5.58542  -2.84613  -0.76
H  9.01482  -3.10460  -2.06522  0.37
H  7.35416  -2.67371  -1.65245  0.29
H  7.74572  -3.09835  -3.32264  0.29
H  7.90257  -5.08635  -0.98014  0.26
H  6.07150  -6.40645  -2.29658  0.41
H  6.01381  -5.14892  -3.45822  0.30
H  4.27285  -6.06814  -0.64008  0.32
H  3.69883  -5.55621  -2.29145  0.32
H  3.37170  -4.61126  -0.87039  0.22
H  8.29107  -6.54806  -2.76417  0.24
H  9.47642  -5.59314  -2.37030  0.28
C  5.14168  5.25801  -2.01778  -1.53
C  4.72591  3.85092  -1.63528  0.77
C  5.86110  2.84608  -1.56140  -0.80
O  6.51241  2.72491  -2.86702  -0.39
C  5.79916  1.87883  -3.78285  -0.66
N  3.99734  3.82532  -0.40461  -0.48
H  4.30087  5.95120  -1.99302  0.38
H  5.62708  5.31829  -2.99187  0.35
H  5.95266  5.66847  -1.41616  0.39
H  4.03505  3.58756  -2.43619  -0.04
H  5.55238  1.85778  -1.22073  0.34
H  6.56101  3.20552  -0.80705  0.38
H  6.43155  1.37249  -4.51210  0.32
H  4.94967  2.35505  -4.27243  0.23
H  5.40881  1.00169  -3.26675  0.27
H  4.48190  4.31526  0.33381  0.26
H  3.15019  4.35316  -0.55888  0.21
C  -1.08128  -7.81779  0.91246  -1.40
C  -0.21207  -9.01102  0.55772  0.57
C  -0.86812  -10.45716  0.83071  -0.76
O  -0.97814  -10.72531  2.21490  -0.36
C  0.19260  -11.06895  2.85838  -0.68
N  -0.06433  -8.93148  -0.88898  -0.72
H  -0.61543  -6.83392  0.85687  0.31
H  -1.52153  -7.85705  1.90882  0.36
H  -1.97652  -7.68380  0.30525  0.30
H  0.71514  -8.83935  1.10444  0.27
H  -0.31254  -11.19093  0.24675  0.40
H  -1.86028  -10.48643  0.38030  0.38
H  0.85742  -10.22007  3.01810  0.24
H  0.69603  -11.84411  2.28065  0.33
H  -0.07083  -11.46299  3.83993  0.24
H  0.73564  -9.42173  -1.26287  0.24
H  -0.85395  -9.43207  -1.27108  0.27
C  -1.66508  5.11832  10.33599  -1.41
C  -1.93061  3.60075  10.27938  0.53
C  -1.30082  2.90312  9.05115  -0.83
O  -1.81318  1.58230  8.94034  -0.17
C  -1.03121  0.68965  8.10343  -0.82
N  -1.34092  2.86916  11.40771  -0.74
H  -0.60250  5.25763  10.53504  0.40
H  -2.03890  5.54999  11.26445  0.38
H  -2.10923  5.66023  9.50103  0.33
H  -3.00181  3.42204  10.18618  0.22
H  -0.22021  2.99519  9.16028  0.39
H  -1.53111  3.50681  8.17330  0.33
H  -1.03042  1.07666  7.08444  0.32
H  -1.50451  -0.29208  8.12042  0.23
H  -0.05035  0.48834  8.53410  0.33
H  -1.73688  3.37069  12.18988  0.25
H  -1.66607  1.91809  11.50685  0.24
C  0.17800  3.75658  -5.41458  -1.55
C  0.04611  4.61026  -4.13511  0.23
C  0.72828  6.06172  -4.25053  -0.81
O  0.21632  6.90406  -3.22836  -0.20
C  0.49045  8.28911  -3.39587  -0.85
N  -1.41397  4.71220  -4.02940  -0.64
H  0.00885  4.34387  -6.31712  0.40
H  -0.48838  2.89947  -5.31766  0.40
H  1.20835  3.43285  -5.56183  0.37
H  0.42183  4.18166  -3.20601  0.41
H  0.30505  6.47841  -5.16450  0.38
H  1.81225  6.06178  -4.36511  0.41
H  1.55276  8.51618  -3.48546  0.34
H  -0.05958  8.87158  -2.65675  0.26
H  0.11801  8.62765  -4.36271  0.32
H  -1.46371  5.43036  -3.32097  0.27
H  -1.75106  5.19518  -4.84989  0.29

Results
Charge: +1
Multiplicity: 3
Frontier orbital gap (alpha / beta) in eV: 4.5286 / 3.2885